Density functional theory data (ωB97M-V/def2-TZVPD) for a structure of composition C20H45HoN2P3SSe.

```
73
Properties=species:S:1:pos:R:3:lowdin_spin:R:1
Ho -0.421 0.262 0.834 4.05
Se 3.981 0.862 -1.528 0.00
S -2.829 -0.287 1.966 -0.01
P -0.897 2.126 -1.158 -0.01
P -0.687 -1.648 -1.285 -0.01
P 1.245 -1.827 1.775 -0.01
N -3.927 -2.664 1.605 0.00
N -4.477 -1.051 -0.029 0.00
C -2.692 2.463 -1.369 0.00
C -2.151 -1.399 -2.400 0.00
C 0.637 -1.819 -2.550 0.00
C -0.256 3.699 -0.480 0.00
C 4.673 2.514 -0.835 0.00
C 4.415 2.850 0.514 0.00
C 0.288 -3.055 2.784 0.00
C 5.993 4.514 -1.125 0.00
C 5.465 3.340 -1.661 0.00
C 2.325 -1.075 3.042 0.00
C 2.483 -2.864 0.899 0.00
C -5.834 -1.518 -0.331 0.00
C -0.907 -3.437 -0.858 0.00
C 0.876 1.952 2.147 0.00
C -4.347 -3.822 0.793 0.00
C -3.797 -1.429 1.103 0.00
C -0.265 1.414 2.699 0.00
C -0.171 1.939 -2.817 0.00
C 5.753 4.852 0.224 0.00
C 4.962 4.027 1.040 0.00
H -5.836 -2.611 -0.338 0.00
H 0.938 -3.702 3.391 0.00
H -5.386 -4.087 1.027 0.00
H -4.214 -3.646 -0.286 0.00
H -3.725 -4.671 1.083 0.00
H 2.818 -1.876 3.588 0.00
H -1.706 -3.557 -0.111 0.00
H -1.207 -3.973 -1.778 0.00
H 3.339 -2.256 0.569 0.00
H -2.038 -0.462 -2.952 0.00
H -0.169 2.884 -3.369 0.00
H -0.490 0.617 3.467 0.00
H -4.316 -0.063 -0.261 0.00
H -0.405 -2.540 3.455 0.00
H 1.891 1.675 2.463 0.00
H 6.111 5.800 0.618 0.00
H 0.838 3.645 -0.404 0.00
H -2.900 3.457 -1.779 0.00
H -3.277 -2.854 2.374 0.00
H 2.048 -3.291 -0.013 0.00
H 0.832 2.934 1.636 0.00
H 3.823 2.138 1.123 0.00
H 1.609 -2.029 -2.080 0.00
H -1.195 1.886 2.306 0.00
H 4.729 4.286 2.085 0.00
H 0.028 -3.868 -0.475 0.00
H -3.126 1.707 -2.033 0.00
H 0.869 1.589 -2.716 0.00
H -0.550 4.501 -1.161 0.00
H -0.683 3.872 0.521 0.00
H -6.559 -1.160 0.415 0.00
H 3.070 -0.435 2.563 0.00
H -0.327 -3.687 2.138 0.00
H 2.902 -3.691 1.502 0.00
H 5.621 3.032 -2.700 0.00
H -6.110 -1.165 -1.331 0.00
H 6.553 5.178 -1.779 0.00
H -3.182 2.373 -0.388 0.00
H -3.053 -1.366 -1.780 0.00
H -0.736 1.178 -3.373 0.00
H 1.761 -0.466 3.748 0.00
H 0.381 -2.663 -3.206 0.00
H 3.109 1.566 -2.509 0.00
H -2.218 -2.230 -3.113 0.00
H 0.700 -0.893 -3.137 0.00
```

Calculated values
Kohn-Sham gap (alpha / beta)	4.6 / 4.7	eV
spin multiplicity	5
total charge	+3
expectation value of S²	6.00

Density functional theory data (ωB97M-V/def2-TZVPD) for a structure of composition C24H25N4O3RuS.

```
58
Properties=species:S:1:pos:R:3:lowdin_spin:R:1
Ru -0.795 0.077 0.596 2.33
S -2.929 -1.210 0.217 0.03
O -0.535 -0.759 2.406 0.14
O -0.504 -2.857 4.358 -0.01
O -1.081 2.393 0.598 0.21
N -0.563 1.005 -1.099 0.27
N 1.015 0.983 0.898 -0.03
N -0.504 -2.165 0.004 0.07
N 1.150 2.036 0.175 0.41
C -0.614 -0.829 -2.716 0.00
C 3.060 -1.308 2.894 0.04
C -1.401 5.334 -2.311 0.00
C -2.118 -3.832 0.588 0.00
C 0.607 -2.286 3.794 0.01
C 1.075 0.950 -2.977 0.01
C 1.022 4.136 -1.699 0.00
C 1.877 -0.719 2.412 0.03
C -1.380 1.405 -3.401 0.01
C -0.219 5.888 -2.785 0.00
C -1.110 -4.765 0.745 0.01
C 2.015 0.389 1.519 0.24
C 0.601 -1.224 2.842 0.07
C -0.206 2.286 -0.420 0.02
C 1.798 -2.844 4.220 0.06
C 3.025 -2.363 3.770 0.01
C -1.821 -2.355 4.158 0.00
C 0.992 5.295 -2.463 0.00
C 0.211 -4.378 0.546 0.00
C -1.785 -2.514 0.253 0.01
C 0.460 -3.074 0.166 0.01
C -0.164 3.551 -1.266 0.00
C -0.361 0.667 -2.508 0.03
C -1.371 4.178 -1.549 0.00
H -0.241 6.791 -3.385 0.00
H -1.345 -5.782 1.035 0.00
H 1.775 0.433 -2.317 0.00
H -3.158 -4.081 0.746 0.00
H 3.015 0.784 1.345 0.01
H -2.453 -2.972 4.800 0.00
H 1.299 2.012 -2.958 0.00
H -2.369 1.289 -2.955 0.00
H -2.349 5.809 -2.535 0.00
H -2.273 3.737 -1.146 0.00
H 1.030 -5.072 0.676 0.00
H 1.960 3.682 -1.412 0.00
H 1.469 -2.726 -0.028 0.00
H -2.152 -2.458 3.127 0.00
H -1.598 -1.094 -2.330 0.00
H -1.152 2.464 -3.486 0.00
H 0.140 -1.414 -2.197 0.00
H 4.011 -0.918 2.548 0.00
H 1.919 5.739 -2.807 0.00
H 1.214 0.585 -3.998 0.00
H 1.744 -3.668 4.919 0.00
H -1.914 -1.312 4.455 0.00
H 3.943 -2.816 4.122 0.00
H -0.573 -1.069 -3.781 0.00
H -1.388 0.968 -4.402 0.00
```

Calculated values
Kohn-Sham gap (alpha / beta)	6.5 / 6.2	eV
spin multiplicity	5
total charge	-1
expectation value of S²	6.06

Density functional theory data (ωB97M-V/def2-TZVPD) for the molecule C5H8N2.

```
15
Properties=species:S:1:pos:R:3:nbo_charge:R:1
N 0.388 -0.919 -0.132 -0.34
N -2.946 -0.461 1.179 -0.33
C 0.493 0.486 0.071 -0.13
C -1.847 -0.782 1.015 0.25
C 1.649 1.039 -0.754 -0.60
C -0.671 0.404 -0.833 -0.26
C -0.482 -1.391 0.959 -0.36
H 1.686 0.518 -1.719 0.23
H 0.446 0.871 1.094 0.19
H 2.599 0.869 -0.244 0.22
H -0.623 -2.475 0.940 0.25
H -0.049 -1.114 1.936 0.23
H -0.670 1.133 -1.647 0.21
H -1.479 -0.285 -0.933 0.23
H 1.507 2.107 -0.932 0.21
```

Calculated values
Kohn-Sham gap	9.8	eV
total charge	0
SMILES string	C[C@H]1CN1CC#N

Density functional theory data (ωB97M-V/def2-TZVPD) for the ion C26H30N3O3 with charge +1.

```
62
Properties=species:S:1:pos:R:3:nbo_charge:R:1
O 3.194 1.918 1.331 -0.49
O -2.031 -1.535 0.401 -0.68
O 6.411 -2.870 0.222 -0.55
N -1.137 0.394 -0.377 -0.61
N 4.170 -3.002 0.296 -0.62
N -4.204 -0.387 -0.318 -0.44
C 5.888 1.217 -1.066 -0.20
C -4.929 -1.265 -1.264 -0.21
C 0.742 2.971 -1.194 -0.22
C 0.293 -1.498 -0.029 -0.13
C 5.353 -2.294 0.172 0.66
C 6.027 -0.149 -0.890 -0.19
C 1.278 -1.093 -0.933 -0.18
C 1.835 2.324 -0.640 -0.34
C -5.050 0.061 0.821 -0.22
C 2.162 2.538 0.697 0.39
C -5.339 -2.580 -0.624 -0.63
C -1.042 -0.893 0.014 0.69
C -0.033 3.828 -0.430 -0.27
C -4.693 -0.657 2.114 -0.63
C 4.303 -0.104 0.789 -0.25
C 2.872 -2.558 0.126 0.21
C 1.369 3.386 1.470 -0.26
C -2.317 1.223 -0.196 -0.24
C 5.218 -0.817 0.022 -0.07
C 4.934 1.922 -0.353 -0.24
C 4.142 1.256 0.576 0.27
C 2.544 -1.627 -0.868 -0.24
C 0.585 -2.526 0.871 -0.14
C -3.525 0.735 -1.003 -0.22
C 0.285 4.027 0.906 -0.19
C 1.856 -3.048 0.951 -0.25
H -0.308 4.699 1.507 0.23
H -6.100 -2.446 0.139 0.22
H 0.513 2.820 -2.240 0.22
H -4.259 -1.480 -2.099 0.22
H 1.043 -0.390 -1.718 0.22
H 2.081 -3.817 1.674 0.23
H -5.751 -3.233 -1.389 0.25
H -4.843 -1.728 2.031 0.22
H -0.860 4.359 -0.877 0.22
H -0.281 0.891 -0.592 0.44
H -5.325 -0.287 2.917 0.24
H -2.045 2.228 -0.522 0.25
H -3.356 -0.972 0.095 0.49
H 6.753 -0.710 -1.458 0.24
H 3.293 -1.329 -1.584 0.24
H -4.232 1.553 -1.159 0.23
H 6.519 1.736 -1.770 0.23
H 4.294 -3.946 0.645 0.42
H -4.474 -3.073 -0.187 0.23
H -3.657 -0.479 2.389 0.22
H -0.193 -2.877 1.531 0.24
H -4.916 1.136 0.958 0.22
H 1.635 3.540 2.503 0.23
H -2.575 1.274 0.868 0.21
H 4.804 2.984 -0.502 0.23
H -3.176 0.395 -1.980 0.23
H -6.098 -0.109 0.571 0.22
H 3.708 -0.584 1.551 0.23
H 2.448 1.673 -1.246 0.24
H -5.801 -0.730 -1.651 0.21
```

Calculated values
Kohn-Sham gap	8.7	eV
total charge	+1
SMILES string	CC[NH+](CC)CCNC(=O)c1ccc(NC(=O)c2cccc(Oc3ccccc3)c2)cc1

Density functional theory data (ωB97M-V/def2-TZVPD) for the molecule C4H11NOS.

```
18
Properties=species:S:1:pos:R:3:nbo_charge:R:1
S 1.641 -1.255 -0.690 -0.06
O -2.841 -1.103 0.257 -0.72
N -0.939 0.124 0.926 -0.66
C 2.057 0.478 -0.224 -0.50
C -0.208 1.389 0.820 -0.21
C -2.121 0.113 0.082 0.10
C 0.910 1.446 -0.257 -0.43
H -2.747 0.972 0.301 0.16
H -1.801 0.026 -0.964 0.14
H -3.525 -0.953 0.935 0.47
H 1.335 -1.039 -1.961 0.12
H 1.293 2.462 -0.086 0.21
H 0.265 1.776 1.726 0.19
H -0.969 2.105 0.506 0.19
H -0.365 -0.656 0.667 0.38
H 2.921 0.748 -0.824 0.23
H 2.420 0.407 0.811 0.22
H 0.523 1.422 -1.286 0.20
```

Calculated values
Kohn-Sham gap	9.5	eV
total charge	0
SMILES string	OCNCCCS